Record 1
# C4H14O3

A 4-piece molecular cluster, C4H14O3 overall in a non-equilibrium geometry (the ωB97M-V functional and the def2-TZVPD basis, the Open Molecules 2025 dataset).

Output
Maximum force (eV Å⁻¹): 2.1
Kohn-Sham gap (eV): 10.4
Net charge: 0

CARTESIAN COORDINATES (ANGSTROEM)
C  -2.2806  2.1042  -0.0175
C  -1.9294  0.6510  0.2030
C  -0.8409  0.4002  1.2119
C  0.1606  1.2639  1.4632
H  -2.9547  2.2580  -0.8680
H  -1.3961  2.6442  -0.3595
H  -2.7670  2.6275  0.8011
H  -2.7950  0.0833  0.5863
H  -1.7687  0.1388  -0.7453
H  -0.7189  -0.6166  1.5690
H  1.0494  0.9200  1.9768
H  0.0637  2.3275  1.3607
H  2.3011  0.0401  -1.0125
H  0.9300  -0.0596  -0.5729
O  1.4855  -0.4019  -1.2798
H  -0.6247  -0.9033  -2.1831
H  -0.7344  -2.3483  -2.1065
O  -1.0794  -1.6215  -2.6278
H  4.1980  -1.3434  2.1768
H  3.5123  -2.5351  1.3204
O  3.5719  -1.6126  1.5127


Record 2
# C4H14O3

A 4-piece molecular cluster, C4H14O3 overall in a non-equilibrium geometry (the ωB97M-V functional and the def2-TZVPD basis, the Open Molecules 2025 dataset).

Output
Maximum force (eV Å⁻¹): 1.0
Kohn-Sham gap (eV): 9.1
Net charge: 0

CARTESIAN COORDINATES (ANGSTROEM)
C  -0.4488  -0.8244  -1.8606
C  -0.6602  0.4353  -1.5050
C  -0.8918  1.5164  -2.5243
C  0.0655  -1.8974  -0.9269
H  -0.6554  -1.1127  -2.8862
H  -0.8447  0.6773  -0.4622
H  -1.9293  1.8516  -2.5643
H  -0.6610  1.1440  -3.5208
H  -0.2179  2.3536  -2.3513
H  1.0932  -1.6944  -0.6466
H  -0.4783  -1.8334  0.0081
H  -0.0077  -2.8694  -1.4110
H  -0.8890  0.5593  2.0384
H  -0.0058  1.8263  2.1089
O  -0.6993  1.3977  1.5990
H  -3.2222  -0.0636  2.7851
H  -2.6731  1.0434  3.5923
O  -3.4307  0.4432  3.5813
H  5.2470  -1.7121  1.5487
H  6.0697  -0.4384  1.5353
O  5.2398  -0.8022  1.8622


Record 3
# C4H14O3Rb

C4H14O3Rb as an isolated structure in a non-equilibrium geometry (the ωB97M-V functional and the def2-TZVPD basis, the Open Molecules 2025 dataset).

Output
Maximum force (eV Å⁻¹): 2.5
Kohn-Sham gap (eV): 10.9
Net charge: +1

CARTESIAN COORDINATES (ANGSTROEM)
Rb  0.2294  1.2501  -0.6858
C  1.3842  -1.3105  1.6278
O  0.4814  -0.2585  1.7188
H  2.3798  -0.9429  1.3794
H  1.4613  -1.7583  2.6186
H  1.1494  -2.1865  1.0232
H  0.2065  -0.1458  2.6317
C  -0.5672  4.2079  1.8410
O  -1.1300  3.1429  1.0792
H  0.4791  4.4114  1.6132
H  -1.1173  5.1282  1.6447
H  -0.7202  4.0567  2.9096
H  -1.5671  2.5837  1.7256
C  -0.9324  -2.3784  -1.5968
C  0.0891  -2.0838  -2.7081
O  0.2958  -0.6659  -2.9108
H  -1.0068  -3.4258  -1.3047
H  -1.9284  -2.1275  -1.9618
H  -0.6572  -1.8724  -0.6714
H  -0.2661  -2.5040  -3.6491
H  1.0272  -2.6195  -2.5631
H  0.7095  -0.5012  -3.7613


Record 4
# C4H14O3S

A 4-piece molecular cluster, C4H14O3S overall in a non-equilibrium geometry (the ωB97M-V functional and the def2-TZVPD basis, the Open Molecules 2025 dataset).

Output
Maximum force (eV Å⁻¹): 4.8
Kohn-Sham gap (eV): 6.4
Net charge: 0

CARTESIAN COORDINATES (ANGSTROEM)
C  -1.2860  -3.2737  2.5931
O  -2.3717  -3.4221  3.5045
C  -1.6609  -1.8855  1.8740
C  -0.6495  -1.4183  0.7544
C  -0.8327  -0.0019  0.0711
S  1.0043  1.5642  -1.7313
H  -1.2400  -4.1405  1.8089
H  -0.3385  -3.0273  3.0785
H  -2.5027  -4.3082  3.7431
H  -2.7667  -2.0468  1.5106
H  -1.7117  -1.2246  2.7609
H  0.4208  -1.4711  1.0926
H  -0.6308  -2.2131  -0.0398
H  -0.5580  0.6767  0.9613
H  -1.8710  0.0700  -0.2111
H  -0.1573  0.1911  -0.7846
H  2.0831  3.1424  -2.6356
H  2.9914  2.9493  -3.8123
O  2.8070  3.5798  -3.0946
H  3.9092  5.3094  -4.0729
H  2.3310  5.1785  -3.4023
O  3.0307  5.7717  -3.9684


Record 5
# C4H14O4

A 5-piece molecular cluster, C4H14O4 overall in a non-equilibrium geometry (the ωB97M-V functional and the def2-TZVPD basis, the Open Molecules 2025 dataset).

Output
Maximum force (eV Å⁻¹): 1.8
Kohn-Sham gap (eV): 9.5
Net charge: 0

CARTESIAN COORDINATES (ANGSTROEM)
C  -1.4130  -1.0153  -2.3969
C  -0.1240  -0.6912  -2.4135
C  0.3488  0.2997  -1.4221
C  1.6192  0.6631  -1.2727
H  -2.0401  -0.5290  -1.6484
H  -1.9792  -1.8614  -2.7647
H  0.6037  -1.3142  -2.9199
H  -0.3543  0.4762  -0.6211
H  1.8128  1.2098  -0.3556
H  2.5044  0.3970  -1.8319
H  0.7747  -0.6032  2.9414
H  0.1154  0.7045  3.3922
O  0.0931  -0.2397  3.4974
H  2.3734  -2.0753  0.1044
H  1.6256  -0.8643  0.6657
O  1.8091  -1.7953  0.8191
H  0.3541  3.0140  1.2121
H  -0.7560  3.1536  0.1157
O  0.0024  2.6532  0.3970
H  -2.2533  -0.1420  0.8881
H  -2.3193  -1.1087  1.9521
O  -2.7978  -0.3316  1.6615


Record 6
# C4H15BF6N4O3P2

A 2-piece molecular cluster, C4H15BF6N4O3P2 overall in a non-equilibrium geometry (the ωB97M-V functional and the def2-TZVPD basis, the Open Molecules 2025 dataset).

Output
Maximum force (eV Å⁻¹): 6.5
Kohn-Sham gap (eV): 6.9
Net charge: 0

CARTESIAN COORDINATES (ANGSTROEM)
C  4.1998  1.0898  0.0932
P  2.5274  1.4162  -0.8471
O  2.5377  0.3243  -2.2102
N  1.2367  1.0290  0.3343
C  0.6778  -0.3568  0.1663
N  0.2467  -0.9978  1.4993
C  0.1972  2.1113  0.4514
N  -0.1463  3.0041  -0.5744
N  -0.4552  2.3687  1.7791
C  -1.6737  1.5623  2.0816
B  -2.6398  1.1367  0.8332
O  -2.7352  -0.1779  0.1714
O  -3.5810  2.1924  0.3194
H  4.1378  -0.0315  0.4376
H  5.1458  1.3577  -0.5383
H  4.1100  1.7485  1.0832
H  1.8450  0.5546  -2.8974
H  -0.1263  -0.4671  -0.6776
H  1.5988  -1.0332  -0.1885
H  -0.7033  -1.3839  1.2991
H  0.9265  -1.7384  1.7829
H  0.2180  2.9554  -1.5472
H  -0.8875  3.7395  -0.3746
H  0.2372  2.2370  2.5733
H  -1.4775  0.5713  2.7174
H  -2.3488  2.2347  2.8017
H  -2.2668  -0.0883  -0.7160
H  -3.2339  2.3692  -0.6058
F  -0.7967  -2.4321  -1.2266
P  -1.0813  -3.9614  -1.3209
F  -1.0568  -3.4446  -2.7905
F  -2.4909  -4.5564  -1.6127
F  -0.4696  -5.2978  -1.8395
F  -1.8754  -3.8387  0.0141
F  0.2034  -4.1961  -0.4711